1.
ORCA calculation (wB97M-V/def2-TZVPD) on C37H34ClN3O3P2RuSe2 as an isolated structure.

## Properties
Multiplicity: 2
HOMO-LUMO gap (alpha / beta) (eV): 5.8 / 6.6
Relative energy (zero: lowest compared OMol25 entry of this formula, charge and spin) (eV): 2.442
Charge: -1
Expectation value of S²: 0.812
DFT total energy (eV): -213907.930
HOMO energy (alpha / beta) (eV): -4.06 / -5.09

Each line ends with the Löwdin charge.
CARTESIAN COORDINATES (ANGSTROEM)
1 Ru -1.104 -0.566 -2.690  0.96
2 C -3.382 4.234 -6.915  -0.09
3 O -3.748 4.809 -5.672  -0.08
4 C -3.343 4.147 -4.556  -0.29
5 C -3.785 4.700 -3.335  -0.03
6 C -3.480 4.048 -2.176  -0.04
7 C -2.735 2.846 -2.154  -0.10
8 C -2.549 2.101 -0.936  -0.37
9 C -3.133 2.626 0.361  0.00
10 O -1.961 1.023 -0.902  -0.13
11 C -2.198 2.349 -3.377  -0.32
12 O -1.384 1.361 -3.481  -0.19
13 C -2.560 3.023 -4.580  0.05
14 H -3.854 4.842 -7.681  0.09
15 H -3.737 3.205 -6.996  0.10
16 H -2.299 4.249 -7.058  0.09
17 H -4.356 5.621 -3.351  0.11
18 H -3.820 4.476 -1.240  0.10
19 H -4.206 2.800 0.252  0.09
20 H -2.655 3.565 0.647  0.09
21 H -2.972 1.891 1.146  0.06
22 H -2.163 2.603 -5.494  0.09
23 Se 1.370 -1.840 3.812  0.33
24 P 2.366 -0.787 2.284  0.55
25 C 3.840 -1.715 1.758  -0.35
26 C 5.049 -1.559 2.428  -0.09
27 C 6.156 -2.304 2.044  -0.09
28 C 6.055 -3.211 0.999  -0.10
29 C 4.839 -3.393 0.352  -0.08
30 C 3.731 -2.651 0.733  -0.08
31 C 3.018 0.822 2.869  -0.35
32 C 2.710 1.262 4.151  -0.12
33 C 3.174 2.497 4.595  -0.09
34 C 3.947 3.288 3.760  -0.10
35 C 4.267 2.847 2.481  -0.08
36 C 3.808 1.617 2.031  -0.08
37 C 1.558 -0.415 0.714  -0.42
38 C 0.316 -0.599 0.108  -0.43
39 N 0.486 -0.235 -1.188  -0.15
40 N 1.755 0.117 -1.381  -0.04
41 N 2.408 0.033 -0.252  -0.01
42 P -1.297 -1.289 0.546  0.92
43 Se -3.009 -1.774 -1.583  0.26
44 C -0.811 -3.034 0.887  -0.37
45 C -1.113 -3.728 2.051  -0.13
46 C -0.678 -5.039 2.226  -0.09
47 C 0.055 -5.670 1.236  -0.10
48 C 0.326 -4.999 0.048  -0.09
49 C -0.111 -3.695 -0.126  -0.12
50 C -1.780 -0.592 2.147  -0.38
51 C -3.009 -1.025 2.658  -0.11
52 C -3.537 -0.454 3.808  -0.09
53 C -2.855 0.576 4.443  -0.10
54 C -1.649 1.027 3.927  -0.09
55 C -1.115 0.450 2.783  -0.13
56 H 5.122 -0.853 3.246  0.11
57 H 7.099 -2.175 2.561  0.10
58 H 6.926 -3.776 0.687  0.10
59 H 4.754 -4.109 -0.457  0.10
60 H 2.779 -2.794 0.234  0.10
61 H 2.111 0.626 4.791  0.04
62 H 2.924 2.841 5.591  0.10
63 H 4.300 4.256 4.105  0.10
64 H 4.868 3.468 1.826  0.10
65 H 4.036 1.268 1.033  0.09
66 H -1.662 -3.240 2.846  0.09
67 H -0.902 -5.558 3.152  0.10
68 H 0.414 -6.683 1.383  0.10
69 H 0.874 -5.491 -0.746  0.10
70 H 0.093 -3.183 -1.054  0.08
71 H -3.552 -1.802 2.130  0.11
72 H -4.484 -0.807 4.201  0.10
73 H -3.266 1.027 5.340  0.10
74 H -1.112 1.828 4.422  0.10
75 H -0.180 0.822 2.388  0.09
76 C 0.521 -1.152 -3.817  -0.23
77 H 1.150 -0.266 -3.721  0.01
78 H 0.307 -1.357 -4.861  -0.04
79 H 1.013 -2.012 -3.356  0.01
80 Cl -1.833 -0.377 -5.888  0.44
81 C -2.124 -1.327 -4.372  -0.80
82 H -1.824 -2.346 -4.587  -0.01
83 H -3.197 -1.305 -4.239  -0.07



2.
ORCA calculation (wB97M-V/def2-TZVPD) on C6H8 in the gas phase.

## Properties
HOMO-LUMO gap (eV): 9.5
Relative energy (zero: lowest compared OMol25 entry of this formula, charge and spin) (eV): 2.318
Charge: 0
DFT total energy (eV): -6348.466
HOMO energy (eV): -8.39
SMILES string: C=C=C1CCC1

Each line ends with the Löwdin charge.
CARTESIAN COORDINATES (ANGSTROEM)
1 C 2.774 -0.424 0.401  0.00
2 C 1.540 -0.162 0.114  -0.07
3 C 0.265 0.009 0.039  -0.28
4 C -0.572 1.242 -0.187  -0.12
5 C -1.751 0.280 -0.525  -0.16
6 C -0.906 -0.933 -0.051  -0.13
7 H 3.580 -0.305 -0.319  0.06
8 H 2.692 -1.055 1.280  0.07
9 H -0.713 1.892 0.678  0.11
10 H -0.192 1.839 -1.025  0.11
11 H -2.676 0.466 0.023  0.10
12 H -1.950 0.224 -1.598  0.10
13 H -0.813 -1.812 -0.692  0.11
14 H -1.185 -1.275 0.956  0.11



3.
ORCA calculation (wB97M-V/def2-TZVPD) on a 4-piece molecular cluster, C26H35FIN5O2 overall.

## Properties
HOMO-LUMO gap (eV): 7.8
Charge: 0
DFT total energy (eV): -49891.438
HOMO energy (eV): -8.30
SMILES string: CC[C@](F)(C#N)[C@](I)(C#N)CCCCCCOC(C)=O.c1cc[nH]c1.c1cc[nH]c1.c1cc[nH]c1

Each line ends with the Löwdin charge.
CARTESIAN COORDINATES (ANGSTROEM)
1 C 1.648 1.324 1.068  -0.07
2 C 2.579 1.222 -0.144  -0.16
3 C 2.348 2.223 -1.291  -0.48
4 F 3.587 2.519 -1.855  0.00
5 C 1.817 3.512 -0.775  -0.12
6 N 1.415 4.492 -0.357  0.25
7 C 1.423 1.753 -2.466  -0.70
8 I 2.399 0.161 -3.544  1.11
9 C 1.334 2.867 -3.429  -0.32
10 N 1.207 3.748 -4.140  0.21
11 C -0.027 1.391 -2.038  -0.20
12 C -0.321 -0.032 -1.557  -0.23
13 C -1.708 -0.186 -0.906  -0.19
14 C -2.873 0.606 -1.531  -0.18
15 C -3.315 1.839 -0.716  -0.15
16 C -3.016 3.176 -1.392  -0.19
17 O -3.085 4.211 -0.401  -0.02
18 C -1.964 4.933 -0.109  -0.53
19 C -1.156 5.430 -1.288  -0.01
20 O -1.714 5.192 1.025  0.12
21 H 0.685 0.830 0.904  0.06
22 H 2.115 0.812 1.914  0.08
23 H 1.468 2.360 1.369  0.08
24 H 2.513 0.217 -0.576  0.08
25 H 3.621 1.359 0.162  0.13
26 H -0.658 1.597 -2.911  0.12
27 H -0.322 2.124 -1.269  0.12
28 H -0.228 -0.739 -2.390  0.08
29 H 0.424 -0.350 -0.822  0.09
30 H -1.633 0.038 0.165  0.08
31 H -1.952 -1.254 -0.975  0.11
32 H -3.730 -0.073 -1.603  0.11
33 H -2.641 0.898 -2.565  0.11
34 H -4.397 1.793 -0.549  0.12
35 H -2.850 1.842 0.277  0.11
36 H -2.037 3.168 -1.884  0.09
37 H -3.767 3.393 -2.163  0.14
38 H -1.800 5.730 -2.118  0.10
39 H -0.460 4.657 -1.635  0.03
40 H -0.556 6.274 -0.946  0.09
41 N 6.774 -2.010 -2.021  0.00
42 C 7.436 -3.207 -2.064  -0.14
43 C 6.679 -4.077 -2.802  -0.11
44 C 5.515 -3.377 -3.220  -0.11
45 C 5.603 -2.104 -2.721  -0.16
46 H 7.100 -1.186 -1.549  0.14
47 H 8.384 -3.337 -1.572  0.10
48 H 6.931 -5.101 -3.020  0.09
49 H 4.706 -3.764 -3.817  0.09
50 H 4.935 -1.264 -2.806  0.03
51 N -0.085 0.152 3.879  0.01
52 C 0.570 -1.049 3.860  -0.14
53 C -0.195 -1.934 3.148  -0.10
54 C -1.360 -1.235 2.727  -0.13
55 C -1.260 0.051 3.191  -0.14
56 H 0.243 0.983 4.336  0.15
57 H 1.519 -1.173 4.354  0.11
58 H 0.051 -2.966 2.955  0.09
59 H -2.177 -1.621 2.138  0.08
60 H -1.924 0.894 3.094  0.11
61 N -3.572 -4.006 3.314  0.01
62 C -4.898 -3.861 3.013  -0.14
63 C -5.550 -4.989 3.434  -0.11
64 C -4.576 -5.849 4.011  -0.11
65 C -3.366 -5.214 3.921  -0.14
66 H -2.858 -3.327 3.117  0.10
67 H -5.265 -2.970 2.532  0.10
68 H -6.606 -5.177 3.341  0.09
69 H -4.746 -6.821 4.443  0.09
70 H -2.383 -5.516 4.239  0.10



4.
ORCA calculation (wB97M-V/def2-TZVPD) on C19H30Cl5O7P2Pd as an isolated structure.

## Properties
Multiplicity: 5
HOMO-LUMO gap (alpha / beta) (eV): 8.6 / 5.0
Charge: +3
Expectation value of S²: 6.025
DFT total energy (eV): -119166.829
HOMO energy (alpha / beta) (eV): -18.35 / -18.35

Each line ends with the Löwdin charge.
CARTESIAN COORDINATES (ANGSTROEM)
1 Pd -0.894 -1.227 0.919  1.06
2 C -2.067 5.027 1.052  -0.03
3 C -0.730 4.527 1.524  -0.34
4 C 0.456 5.023 0.739  -0.04
5 O -0.749 3.006 1.513  -0.16
6 P -0.642 1.988 0.374  0.47
7 O -1.421 0.730 0.761  -0.38
8 C 1.122 1.567 0.210  -0.19
9 P 1.512 -0.093 -0.289  0.48
10 O 1.179 -1.115 0.818  -0.36
11 O 2.996 -0.102 -0.661  -0.15
12 C 3.919 -1.307 -0.805  -0.37
13 C 4.857 -0.957 -1.927  -0.02
14 C 4.579 -1.520 0.531  -0.03
15 O 0.524 -0.364 -1.480  -0.21
16 C 0.331 -1.685 -2.112  -0.41
17 C -1.155 -1.967 -2.105  -0.02
18 C 0.912 -1.635 -3.505  0.00
19 O -1.115 2.630 -0.940  -0.17
20 C -1.897 2.096 -2.099  -0.38
21 C -1.470 2.915 -3.289  -0.02
22 C -3.362 2.207 -1.760  -0.02
23 H -2.103 6.106 1.209  0.11
24 H -2.880 4.581 1.623  0.10
25 H -2.209 4.841 -0.012  0.08
26 H -0.596 4.700 2.589  0.15
27 H 0.348 4.817 -0.327  0.09
28 H 1.392 4.608 1.114  0.09
29 H 0.517 6.106 0.854  0.11
30 H 1.593 1.709 1.188  0.11
31 H 1.593 2.279 -0.474  0.11
32 H 3.264 -2.139 -1.071  0.13
33 H 5.485 -0.110 -1.655  0.10
34 H 4.321 -0.723 -2.846  0.08
35 H 5.504 -1.813 -2.121  0.11
36 H 5.167 -0.645 0.805  0.10
37 H 5.254 -2.373 0.460  0.11
38 H 3.846 -1.729 1.310  0.08
39 H 0.858 -2.418 -1.494  0.13
40 H -1.686 -1.326 -2.810  0.10
41 H -1.666 -1.796 -1.131  0.05
42 H -1.346 -3.005 -2.372  0.11
43 H 0.435 -0.847 -4.087  0.10
44 H 0.743 -2.585 -4.012  0.11
45 H 1.985 -1.452 -3.478  0.08
46 H -1.580 1.058 -2.202  0.11
47 H -1.734 3.963 -3.146  0.10
48 H -1.990 2.555 -4.177  0.10
49 H -0.399 2.836 -3.467  0.09
50 H -3.640 3.250 -1.613  0.10
51 H -3.613 1.641 -0.862  0.08
52 H -3.954 1.817 -2.588  0.10
53 Cl -2.108 -5.638 6.745  0.91
54 C -1.855 -4.996 5.221  -0.66
55 C -1.520 -3.635 5.061  -0.66
56 Cl -1.379 -2.650 6.420  0.89
57 C -1.313 -3.104 3.782  -0.51
58 Cl -0.925 -1.460 3.600  0.91
59 C -1.416 -3.899 2.573  -0.41
60 O -1.225 -3.446 1.436  -0.03
61 C -1.771 -5.301 2.753  -0.54
62 Cl -1.927 -6.249 1.411  1.01
63 C -1.982 -5.838 4.074  -0.62
64 Cl -2.374 -7.436 4.247  0.99